77
Properties=species:S:1:pos:R:3 method="wB97M-V/def2-TZVPD" charge=-1 max_force_ev_per_a=2.6 lumo_ev="1.92 / 1.96" homo_energy_ev="-3.87 / -0.91"
Cs 8.974 6.220 17.922
Br 14.414 6.582 22.768
As 5.268 6.710 19.488
As 0.139 8.072 18.078
As 5.554 8.901 16.668
S 7.264 5.295 14.955
S 7.185 3.095 17.504
N 7.216 12.566 19.776
N 10.166 10.900 18.061
N 11.410 5.281 19.421
C 5.526 10.908 16.515
C 2.562 10.072 18.978
C 4.413 5.381 18.300
C 8.194 3.889 15.103
C 1.967 7.631 18.724
C -0.799 6.704 19.220
C 8.141 11.580 19.318
C 4.154 8.345 19.661
C 8.098 1.475 15.450
C 9.381 12.048 18.447
C 5.192 8.512 14.705
C 9.388 3.787 14.153
C 11.158 5.097 20.739
C 0.133 6.868 16.482
C 12.595 5.841 19.095
C 13.524 6.220 20.045
C 3.635 8.737 17.115
C 12.007 5.543 21.763
C 3.116 8.695 18.577
C 4.659 5.878 21.136
C 13.222 6.060 21.408
C 7.869 2.873 15.988
H 3.672 8.201 20.654
H 0.640 7.390 15.659
H 6.310 11.083 15.787
H 4.479 6.667 21.894
H 0.696 5.928 16.595
H 3.066 9.524 16.570
H 14.504 6.649 19.799
H 2.185 6.660 18.286
H 8.547 10.932 20.111
H 5.767 11.387 17.478
H 11.700 5.504 22.837
H 12.732 6.151 18.097
H 4.084 5.840 17.355
H 7.632 13.437 20.117
H 10.722 11.062 17.219
H 1.780 7.522 19.842
H 2.049 10.043 19.950
H 10.117 2.984 14.343
H 9.021 12.548 17.534
H 9.110 1.334 15.121
H -0.924 7.290 20.149
H 4.592 11.272 16.042
H 5.144 9.453 14.154
H 9.948 12.840 18.990
H 5.250 4.736 18.068
H 1.786 10.486 18.294
H 3.800 5.222 20.910
H 3.589 4.894 18.743
H -1.797 6.406 18.851
H 9.917 4.752 14.128
H 3.348 7.809 16.546
H 7.430 1.181 14.646
H 3.322 10.905 18.994
H 6.507 12.189 20.401
H -0.198 5.826 19.362
H 10.162 4.704 21.013
H 4.932 9.156 19.747
H -0.869 6.616 16.131
H 7.551 10.879 18.708
H 5.423 5.233 21.563
H 8.993 3.568 13.168
H 4.294 7.899 14.620
H 7.995 0.752 16.268
H 10.606 10.423 18.782
H 6.064 7.943 14.339

74
Properties=species:S:1:pos:R:3 method="wB97M-V/def2-TZVPD" charge=+4 spin_multiplicity=4 s2=3.91 max_force_ev_per_a=6.4 lumo_ev="-14.74 / -14.39" homo_energy_ev="-20.11 / -20.56"
Re -0.859 1.300 -0.275
S 2.856 -0.877 -0.946
P -0.666 0.784 -2.863
P -1.578 -1.433 -0.386
P 0.544 -0.507 1.972
N -2.222 1.945 1.055
N -3.464 1.477 0.760
C -0.608 -2.986 -0.824
C 1.373 -2.211 1.886
C -0.068 2.981 0.354
C 5.172 -1.588 -1.703
C -3.056 -1.802 -1.465
C -3.622 2.360 2.730
C 7.407 -1.333 -0.723
C -4.361 1.846 1.670
C -0.457 -0.973 3.501
C 1.928 0.201 2.998
C 5.484 0.046 0.050
C -0.300 -0.919 -3.523
C -2.378 1.264 -3.274
C 0.244 1.607 -4.315
C 4.633 -0.692 -0.785
C -2.261 2.367 2.355
C -5.815 1.692 1.345
C -2.350 -2.153 1.149
C 0.484 2.449 -1.023
C 6.856 -0.302 0.079
C 6.516 -1.947 -1.613
C -1.063 2.556 3.170
H -0.038 2.644 -4.557
H 1.315 1.566 -4.123
H 0.715 -2.992 2.305
H -4.008 2.711 3.673
H 2.864 -0.246 2.652
H 0.236 3.049 -1.915
H -6.295 2.708 1.360
H -0.063 -2.885 -1.769
H 1.576 2.310 -0.953
H -3.897 -1.137 -1.211
H 6.852 -2.740 -2.256
H -6.285 1.039 2.121
H 4.476 -2.150 -2.333
H -3.364 -2.837 -1.236
H 8.489 -1.590 -0.692
H -3.058 0.435 -3.042
H -1.463 -0.546 3.453
H 1.942 1.286 2.880
H 0.118 0.999 -5.223
H -0.149 -0.858 -4.608
H -0.649 3.921 0.361
H 1.627 -2.423 0.841
H -1.111 -1.628 -3.338
H -3.116 -2.874 0.824
H -5.956 1.244 0.325
H -2.845 -1.733 -2.540
H -0.185 2.855 2.597
H -2.833 -1.355 1.728
H -1.269 3.349 3.916
H 2.669 -1.921 -1.753
H -3.666 1.063 -0.147
H 5.056 0.847 0.673
H -0.823 1.640 3.733
H 7.555 0.207 0.753
H -1.606 -2.688 1.758
H 1.793 -0.064 4.052
H 0.635 -1.292 -3.084
H 0.094 -3.267 -0.031
H -2.397 1.497 -4.344
H 0.028 -0.605 4.416
H -2.638 2.157 -2.690
H -0.544 -2.064 3.611
H -1.323 -3.817 -0.936
H 2.315 -2.179 2.459
H 0.854 3.209 0.933

92
Properties=species:S:1:pos:R:3 method="wB97M-V/def2-TZVPD" max_force_ev_per_a=2.7 lumo_ev=-0.56 homo_energy_ev=-8.67
Br 0.191 1.665 -4.902
Br 4.421 1.367 3.786
Br -2.826 1.417 -3.650
Br -1.755 4.201 -5.024
Br 6.625 0.324 0.080
Br 6.671 -1.102 -2.827
Br 6.375 -1.293 3.615
Br 3.244 -1.770 4.026
Br -0.638 4.263 4.526
Br -0.192 1.344 3.204
Br 5.995 -2.862 -0.055
Br 1.945 3.850 2.788
O -0.277 -2.358 -1.984
O -0.361 4.086 -1.391
O -2.656 1.447 0.728
O 1.494 -6.276 1.271
O 3.003 -1.327 0.262
O -1.656 -2.839 3.353
N -3.058 3.212 -0.689
N -1.926 -1.044 2.013
N -0.809 -4.327 -2.985
N 0.729 5.711 -0.274
N 1.299 -0.320 -0.835
N -0.231 -4.890 1.647
C -4.044 3.977 -1.511
C 0.692 2.936 4.030
C 1.849 -3.967 0.822
C 0.626 4.791 -1.273
C 5.795 -1.173 -0.980
C -0.282 -5.234 -1.914
C -0.663 -2.989 -2.966
C -1.371 -1.654 0.857
C -3.063 -1.107 4.172
C -4.801 1.540 -0.132
C 2.735 1.048 0.515
C 4.594 -0.557 3.305
C -3.420 2.049 -0.021
C -2.116 -1.749 3.159
C 2.340 -0.310 0.020
C 1.780 4.661 -2.267
C 0.452 0.832 -1.168
C -1.068 -5.961 2.038
C 1.063 -5.161 1.290
C -1.268 2.635 -4.013
C -1.161 -2.243 -4.226
C -0.267 6.048 0.677
H 2.578 1.040 1.600
H 2.356 3.779 -1.912
H -1.902 -2.556 0.534
H -1.120 -4.701 -3.848
H -3.131 -0.028 4.001
H -0.786 6.938 0.324
H 4.429 -0.609 2.222
H 1.231 2.571 4.922
H -2.016 -1.681 -3.938
H -1.466 -6.524 1.173
H 3.807 1.228 0.294
H -1.300 -2.838 -5.148
H -4.857 0.797 0.659
H -0.268 -1.845 0.889
H -0.689 -6.245 -2.074
H -0.469 0.476 -1.643
H 0.146 6.350 1.596
H -5.491 2.312 0.127
H -0.586 -4.886 -0.890
H 0.939 1.567 -1.787
H 2.865 -4.385 0.497
H -0.391 -1.505 -4.493
H -0.380 -3.938 2.051
H -2.361 -0.158 1.821
H 2.450 5.470 -2.483
H 4.764 -1.080 -1.163
H -4.321 3.486 -2.493
H -2.128 3.593 -0.654
H -0.534 -6.719 2.604
H -3.525 4.882 -1.822
H -5.011 4.095 -0.973
H -0.968 5.188 0.800
H 0.815 -5.401 -2.051
H 1.337 4.324 -3.204
H -2.758 -1.267 5.177
H -5.096 1.157 -1.147
H 1.472 -3.610 -0.131
H 0.123 1.275 -0.204
H 0.918 -1.168 -1.213
H 2.170 1.828 0.005
H -1.539 -0.990 0.003
H -4.049 -1.515 4.066
H -0.894 2.941 -3.059
H 1.915 -3.154 1.515
H 1.609 6.127 -0.215
H -1.900 -5.509 2.570